DFT (ωB97M-V with the def2-TZVPD basis set) results for a structure of composition C11H26N7O2S2Ti.

The geometry in XYZ format:
```
49
Properties=species:S:1:pos:R:3:forces:R:3
Ti 0.433558 0.234741 -0.262812 0.5 0.4 -0.1
N -0.431941 -2.426595 -3.254517 0.1 0.0 -0.1
C 0.106919 -1.524172 -2.459242 -0.1 0.2 0.3
O -0.531310 -1.123326 -1.441667 -0.1 0.0 -0.3
C 1.470086 -0.957114 -2.726521 0.0 -0.2 -0.2
C 1.645071 0.385884 -2.006960 -0.2 -0.3 0.0
H -1.311422 -2.855208 -3.010038 0.0 0.0 0.0
H 0.070701 -2.765037 -4.058910 0.0 0.0 0.0
H 1.641868 -0.941210 -3.807173 0.1 0.1 0.0
H 2.171476 -1.699023 -2.327051 0.0 0.0 0.0
H 1.321604 1.199598 -2.663061 0.0 0.1 0.1
H 2.705010 0.551295 -1.802201 0.0 0.0 0.1
C 1.635979 4.163242 0.646926 0.1 0.0 0.1
N 2.681630 3.250538 1.104206 0.2 0.0 0.1
C 2.497345 1.947050 1.243048 -0.5 -0.1 -0.1
N 3.470280 1.135635 1.654125 0.1 0.0 0.0
O 1.342923 1.451275 0.985350 0.1 0.0 -0.2
H 1.921419 5.168759 0.941001 0.0 0.0 0.0
H 0.692342 3.909115 1.120151 0.0 0.0 0.0
H 1.527225 4.117976 -0.435529 0.0 0.0 0.0
H 3.600689 3.620626 1.288495 0.0 0.1 0.0
H 4.395418 1.463406 1.873421 0.0 0.0 0.0
H 3.257478 0.152144 1.731415 0.0 0.0 0.0
C -4.307121 0.942549 -3.329476 0.0 0.0 0.1
N -3.544513 1.080711 -2.092830 0.0 0.1 0.0
C -2.310620 1.538515 -2.017752 0.0 0.0 0.2
N -1.644771 1.835009 -3.131038 0.1 0.1 0.0
S -1.576095 1.800556 -0.464054 0.1 -0.2 -0.1
H -5.209667 0.378809 -3.116007 0.0 0.0 0.0
H -3.732418 0.383701 -4.067905 0.0 0.0 0.0
H -4.586427 1.919341 -3.725868 0.0 0.0 0.0
H -4.005873 0.940627 -1.207735 0.0 -0.1 0.0
H -2.093953 1.877754 -4.032272 0.0 0.0 0.0
H -0.746953 2.279319 -3.035064 0.0 0.0 0.0
C 1.335666 -3.544701 3.557422 -0.1 0.2 -0.1
N 0.309052 -2.577473 3.194760 0.1 -0.1 0.1
C -0.836702 -2.339039 4.082267 0.0 0.0 -0.1
C -1.668879 -1.295386 3.314910 0.1 -0.1 0.0
N -0.783457 -0.983279 2.184367 -0.1 0.1 0.1
C 0.297565 -1.789516 2.138662 0.1 0.0 -0.2
S 1.502441 -1.780299 0.896645 -0.4 0.2 0.2
H 1.761881 -3.269182 4.521487 0.0 -0.1 0.0
H 2.111414 -3.546765 2.798488 0.0 0.0 0.0
H 0.886715 -4.534576 3.623138 0.0 0.0 0.0
H -0.480969 -1.966501 5.042746 0.0 0.0 0.0
H -1.372561 -3.272615 4.245816 0.0 0.0 0.0
H -1.863666 -0.405653 3.908188 0.0 0.0 0.0
H -2.614016 -1.701025 2.958281 0.0 0.0 0.0
H -1.140421 -0.430478 1.420372 -0.1 -0.2 0.1
```
Forces are in eV/Å.

Results
E_tot ... -71131.81564 eV
HOMO energy (alpha / beta) ... -13.60 / -14.69 eV
2S+1 ... 2
Net charge ... +2
LUMO level (alpha / beta) ... -5.13 / -4.82 eV
Energy above the lowest of the compared OMol25 structures with the same formula, charge and spin ... 0.0 kcal per mole

From a natural (NBO) analysis of the wavefunction, the atomic charges in e read: 1.352, -0.738, 0.733, -0.725, -0.515, -0.852, 0.426, 0.426, 0.239, 0.258, 0.193, 0.236, -0.411, -0.558, 0.823, -0.780, -0.773, 0.237, 0.227, 0.210, 0.417, 0.421, 0.436, -0.442, -0.535, 0.399, -0.763, -0.268, 0.250, 0.211, 0.227, 0.434, 0.421, 0.430, -0.412, -0.357, -0.221, -0.224, -0.574, 0.376, -0.228, 0.223, 0.241, 0.228, 0.224, 0.230, 0.228, 0.219, 0.400

DFT (ωB97M-V with the def2-TZVPD basis set) results for the molecule C11H26OSi.

The geometry in XYZ format:
```
39
Properties=species:S:1:pos:R:3:forces:R:3
C 3.272363 2.636914 -2.651727 -0.9 1.6 -0.3
C 3.352353 1.140669 -2.775981 0.6 -1.1 1.7
C 4.133724 0.605431 -1.525381 0.9 -0.8 -0.2
C 3.416897 0.594694 -0.172339 -2.1 -0.7 -0.5
C 2.068718 -0.340435 -0.162147 2.3 -0.9 0.8
C 1.067227 0.092445 0.871391 -1.3 -0.3 0.5
C -0.406954 -0.567385 0.697500 1.9 0.5 1.9
C -1.472627 -0.214167 1.760940 -1.3 0.9 -0.6
Si -3.151860 -1.112112 1.457924 0.4 -0.3 -1.6
C -3.116113 -2.479409 2.741351 -3.4 1.0 2.0
C -3.306167 -1.853243 -0.358055 -0.5 0.0 1.4
O -4.395615 0.008461 1.456173 -0.7 -0.9 1.1
C -4.325818 0.994749 0.454611 1.1 0.5 0.7
H 2.985551 2.907474 -1.620494 0.1 0.0 -0.4
H 2.460622 3.079882 -3.291641 0.8 -0.4 0.4
H 4.224155 3.183681 -2.869034 -0.7 -0.6 0.1
H 3.889094 0.835544 -3.693261 -0.6 -0.1 0.4
H 2.368287 0.657389 -2.632046 0.2 0.4 -1.0
H 4.546984 -0.405717 -1.656799 -0.4 0.0 -0.5
H 5.046309 1.186926 -1.447609 0.2 0.4 0.2
H 3.140787 1.622098 0.059339 -0.5 0.1 0.1
H 4.054700 0.315384 0.661246 0.3 -0.3 -0.1
H 2.285725 -1.425512 0.042575 0.5 0.9 -0.1
H 1.679873 -0.415881 -1.150780 -0.6 0.5 -0.8
H 1.453698 -0.122653 1.886548 -0.2 -0.1 -0.4
H 1.093956 1.170298 0.806149 -0.9 0.6 0.1
H -0.276987 -1.645240 0.905887 0.2 0.2 -0.9
H -0.731617 -0.354517 -0.309841 -0.2 -0.2 -0.3
H -1.745041 0.868615 1.865077 0.6 -0.6 -0.2
H -1.235472 -0.559712 2.762512 0.6 0.0 0.1
H -3.990329 -3.199586 2.849235 1.2 0.6 -0.9
H -3.210496 -2.010813 3.784797 0.8 -0.4 -1.3
H -2.184213 -2.952565 2.580854 1.0 -0.8 0.2
H -3.049130 -2.925547 -0.399500 0.2 0.5 -0.1
H -4.420621 -1.827089 -0.484795 0.9 0.2 -0.4
H -2.746995 -1.259007 -1.106377 -0.6 -0.5 0.2
H -4.478649 1.984941 0.915404 0.0 -0.3 -0.2
H -5.006260 0.884264 -0.383194 -0.2 -0.4 0.0
H -3.290058 0.900732 0.131487 0.1 0.9 -1.0
```
Forces are in eV/Å.

Results
SMILES ... CCCCCCCC[Si](C)(C)OC
E_tot ... -21754.17110 eV
HOMO energy ... -9.39 eV
LUMO level ... 0.87 eV
Energy above the lowest of the compared OMol25 structures with the same formula, charge and spin ... 30.8 kcal per mole

From a natural (NBO) analysis of the wavefunction, the atomic charges in e read: -0.614, -0.407, -0.397, -0.392, -0.397, -0.393, -0.388, -0.890, 1.883, -1.150, -1.128, -0.897, -0.234, 0.201, 0.209, 0.208, 0.210, 0.200, 0.199, 0.197, 0.187, 0.211, 0.193, 0.192, 0.195, 0.192, 0.196, 0.200, 0.226, 0.226, 0.252, 0.247, 0.238, 0.234, 0.236, 0.233, 0.182, 0.179, 0.160

DFT (ωB97M-V with the def2-TZVPD basis set) results for a structure of composition C11H27BrCa2ClF2LiN4O12P2.

The geometry in XYZ format:
```
63
Properties=species:S:1:pos:R:3:forces:R:3
N 4.841729 3.809518 2.172957 0.3 -0.2 -0.1
C 4.918578 2.335189 2.110634 0.5 -0.1 0.0
C 3.659686 1.743917 1.343807 2.4 -1.1 -0.6
O 2.754134 2.783504 0.884277 -2.3 0.1 1.2
P 1.535408 3.071494 1.882651 2.4 0.4 1.3
O 1.563176 2.364575 3.178113 -0.5 -0.4 -0.9
O 1.582824 4.717199 2.202375 -0.1 -2.5 -1.5
N 0.502894 5.389902 1.599603 0.4 0.3 -0.3
C -0.064912 6.244373 2.634155 1.7 1.2 0.7
O -1.190708 6.427803 2.797470 -2.3 -0.3 -0.3
F 0.825200 6.856011 3.441364 0.2 -1.1 -1.1
C 0.900661 6.155592 0.449836 0.4 -0.1 -0.1
O 0.689130 7.292465 0.407995 -0.6 2.0 -0.2
F 1.469424 5.537829 -0.605296 -0.4 -0.9 1.6
O 0.147775 2.636153 1.078855 -0.3 -1.2 0.4
P -1.230218 2.770475 2.055925 -0.9 6.3 0.7
O -1.253423 1.494033 3.257085 -2.1 0.6 -0.2
O -2.515078 2.595425 1.049660 2.0 -1.2 1.5
H 5.564395 4.186532 2.791016 -0.4 -0.3 0.0
H 5.120079 4.151086 1.248038 -0.3 0.0 0.3
H 5.027027 1.868460 3.120781 -0.4 0.6 -0.7
H 5.859989 2.052608 1.567895 -1.0 -0.2 0.2
H 3.182617 0.916969 1.909540 -0.1 0.9 -0.2
H 4.074931 1.274199 0.417459 -0.7 0.5 0.5
H -2.176700 1.486984 3.609820 0.5 0.4 0.2
H -2.687399 3.501666 0.708417 -0.2 -0.5 -0.2
C 1.236761 0.776406 -1.704802 0.3 1.7 0.7
O 2.401747 0.296110 -2.010212 -0.6 -0.3 0.1
H 1.143186 1.293778 -0.726241 0.4 -0.5 0.4
H 0.806060 1.532537 -2.396871 -0.1 -0.5 -0.8
H 0.377396 0.035060 -1.646724 -0.3 -0.6 -0.4
C -2.364380 -0.587190 -0.007127 -0.8 0.5 -1.3
O -1.808354 -0.138014 -1.234828 1.7 -1.6 1.2
H -1.563323 -0.638028 0.726968 -0.7 -1.0 -1.9
H -3.133806 0.116892 0.332666 0.1 0.1 0.1
H -2.791908 -1.573214 -0.129225 0.2 -0.1 0.5
H -2.533622 -0.101014 -1.889495 0.0 0.3 -0.1
C -1.871570 -5.482471 1.591299 -0.4 0.0 -0.1
C -1.822911 -4.267192 0.699559 0.6 -0.8 -1.2
O -2.391480 -3.204883 1.004201 -1.5 -0.6 0.2
N -1.145289 -4.368221 -0.476443 -3.5 -1.4 -0.6
C -0.440372 -5.522276 -1.000257 0.0 0.2 -0.4
H -2.453853 -5.251737 2.485087 0.1 0.1 0.0
H -2.351847 -6.315829 1.069899 0.2 -0.1 0.0
H -0.865858 -5.762764 1.900435 -0.1 -0.1 0.0
H -1.155508 -3.523137 -1.026901 0.1 -0.1 0.0
H 0.603421 -5.243986 -1.155004 0.0 -0.1 0.1
H -0.883894 -5.790603 -1.959629 0.0 -0.2 0.1
H -0.491987 -6.372950 -0.327872 0.0 0.1 0.0
Li -4.290863 -4.424424 0.907022 0.6 0.6 0.5
Ca -5.676877 -4.965562 -1.618101 -0.1 -0.3 -0.7
C -0.994801 -6.413855 -5.374118 0.3 0.0 -0.3
C -2.139554 -6.540632 -4.479504 0.1 0.0 -0.1
N -3.043049 -6.640478 -3.777848 -0.1 0.3 0.2
H -1.003364 -7.187902 -6.142155 -0.2 0.0 0.1
H -0.991796 -5.448656 -5.881776 -0.2 0.0 0.1
H -0.053041 -6.502021 -4.830928 -0.1 0.0 0.1
O 0.934581 5.375153 -3.524419 -0.2 -0.2 0.2
H 1.018097 5.590906 -2.589095 0.0 0.1 -0.3
H -0.014960 5.286948 -3.664670 0.1 0.1 -0.1
Br 0.480334 -3.383473 0.952103 3.7 3.2 2.6
Cl -3.145517 1.754568 -1.569189 -1.3 1.6 -0.9
Ca -0.689905 -0.107740 2.201343 3.4 -3.6 -0.3
```
Forces are in eV/Å.

Results
E_tot ... -186011.54128 eV
HOMO energy ... -11.53 eV
Net charge ... +2
LUMO level ... -9.49 eV

From a natural (NBO) analysis of the wavefunction, the atomic charges in e read: -0.843, -0.252, -0.100, -0.775, 2.534, -1.099, -0.568, -0.308, 0.969, -0.453, -0.291, 0.947, -0.460, -0.308, -1.078, 1.553, -1.101, -0.965, 0.382, 0.362, 0.213, 0.194, 0.196, 0.225, 0.549, 0.560, -0.290, -0.292, 0.134, 0.244, 0.307, -0.214, -0.681, -0.030, 0.220, 0.246, 0.524, -0.760, 0.691, -0.792, -0.576, -0.428, 0.231, 0.242, 0.294, 0.422, 0.235, 0.219, 0.226, 0.459, 0.696, -0.740, 0.355, -0.428, 0.281, 0.269, 0.265, -0.931, 0.462, 0.469, -0.684, -0.560, 1.830

DFT (ωB97M-V with the def2-TZVPD basis set) results for a structure of composition C11H27ClGdIOP2.

The geometry in XYZ format:
```
44
Properties=species:S:1:pos:R:3:forces:R:3
C -2.168253 0.865204 -0.746016 0.1 0.2 1.5
I -0.082717 -0.231623 -2.503775 0.8 -1.0 -0.9
H -1.142075 1.174517 -0.546191 -0.2 0.0 0.1
H -2.540177 0.497151 0.258898 -0.5 0.9 -1.3
H -2.612195 1.763610 -1.246599 -0.5 -1.1 0.8
Gd 1.724588 1.056489 0.983930 -0.5 1.2 -2.0
P 0.085532 3.127040 -1.488470 0.2 2.3 -1.6
C -0.835250 3.031548 -3.091966 0.1 -1.1 0.0
C -0.853000 4.606376 -0.919297 -0.1 -0.4 1.2
H 2.299718 4.121649 -1.349588 -0.1 0.2 -0.4
H 1.283038 4.943024 -2.606879 0.2 -0.6 0.2
H 2.033367 3.318627 -2.934871 -0.1 0.3 0.2
C 1.579231 3.970049 -2.170299 0.5 -0.5 0.5
H -0.537291 4.863890 0.097489 -0.2 0.2 -0.2
H -0.680215 5.444998 -1.608159 0.1 -0.4 0.2
H -0.974547 4.043582 -3.489283 0.2 -0.1 0.3
H -1.811992 2.571648 -2.933400 0.0 0.1 -0.2
H -1.924241 4.365280 -0.909629 0.2 0.1 0.1
H -0.283165 2.419305 -3.811072 -0.2 0.2 0.1
C -2.074407 -0.293307 -1.665174 -2.2 -1.5 -1.2
O -2.893178 -1.109369 -2.000085 2.1 2.0 0.9
Cl 1.883880 3.172356 2.156938 -0.1 -0.1 0.0
C -1.579804 -3.381860 -0.001497 -0.1 -0.1 -0.6
C -1.016541 -2.681035 1.241774 -0.8 0.0 0.3
P 0.316397 -1.445998 0.916679 0.1 -0.8 -0.3
C 0.816033 -0.878800 2.590681 0.6 -0.5 1.0
C 1.003092 -1.990620 3.630332 0.2 0.4 0.5
C 1.704118 -2.518121 0.345929 0.1 0.3 -0.6
C 1.901648 -3.910590 0.949228 0.2 -0.1 0.0
H -1.966548 -2.683639 -0.755697 0.2 -0.3 0.3
H -2.436464 -4.016748 0.283260 0.4 0.3 0.1
H -0.847159 -4.038928 -0.491787 -0.1 0.2 0.2
H -1.861723 -2.152157 1.727566 0.5 -0.2 0.0
H -0.624758 -3.460313 1.928679 -0.2 0.7 -0.3
H 1.812007 -0.316961 2.618420 -0.8 -0.9 0.4
H 0.040913 -0.173895 2.926396 0.1 0.1 0.1
H 1.928569 -2.536517 3.431406 -0.3 0.0 0.1
H 1.085938 -1.514357 4.616260 0.0 -0.4 -0.1
H 0.153861 -2.680662 3.635396 0.3 0.2 0.1
H 1.545674 -2.608362 -0.742470 0.0 0.0 0.3
H 2.632024 -1.926170 0.434685 0.0 -0.1 0.0
H 0.979728 -4.505136 0.935895 0.3 0.2 0.0
H 2.643757 -4.438992 0.332388 -0.3 0.1 0.3
H 2.292589 -3.862184 1.969976 -0.2 -0.1 -0.3
```
Forces are in eV/Å.

Results
E_tot ... -73911.23540 eV
HOMO energy (alpha / beta) ... -15.54 / -15.30 eV
2S+1 ... 8
Net charge ... +2
LUMO level (alpha / beta) ... -8.07 / -10.66 eV

From a Mulliken analysis of the wavefunction, the atomic charges in e read: -0.178, 0.051, -0.409, 0.315, 0.384, 0.972, 0.636, -1.331, -1.214, 0.380, 0.397, 0.356, -1.099, 0.359, 0.432, 0.460, 0.343, 0.360, 0.412, 0.528, -0.449, -0.337, -1.000, -0.729, 0.466, -0.104, -1.350, -0.317, -1.166, 0.044, 0.426, 0.277, 0.545, 0.421, 0.094, 0.412, 0.279, 0.428, 0.318, 0.352, 0.342, 0.276, 0.396, 0.222

DFT (ωB97M-V with the def2-TZVPD basis set) results for a structure of composition C11H27ClIN2P2Zr.

The geometry in XYZ format:
```
45
Properties=species:S:1:pos:R:3:forces:R:3
C -1.409880 -0.097810 -5.897826 0.2 -0.2 -1.2
I -1.074162 -0.020546 -3.508698 -0.3 -0.1 -0.6
H -0.397897 -0.016320 -6.314866 -0.1 0.0 0.7
H -2.049540 0.743390 -6.201220 0.2 -0.1 1.0
H -1.876424 -1.065546 -6.127654 0.2 0.2 0.8
Zr -0.031219 -0.090600 -0.683618 0.8 0.0 0.6
P 0.335628 2.518163 -0.695312 -0.1 1.8 -0.1
C -1.249057 3.408675 -0.602817 -0.7 -0.1 0.1
C 1.388531 3.210352 0.608299 0.3 -0.1 0.4
H 1.540663 4.294956 0.495447 -0.2 -0.4 -0.1
H 1.260704 4.067263 -2.370069 -0.1 -0.3 0.2
H 2.371201 2.717385 0.586779 -0.2 0.2 0.0
H 2.084262 2.483395 -2.362162 -0.2 0.2 0.0
H -1.735195 3.171093 0.361689 0.2 0.1 -0.4
H 0.943760 3.032872 1.599122 0.0 0.1 -0.3
C 1.106956 2.981433 -2.273471 0.2 -0.1 -0.5
H -1.175331 4.508806 -0.679548 0.2 -0.5 0.0
H 0.482530 2.640460 -3.115727 0.2 0.2 0.4
H -1.917938 3.055545 -1.408656 0.2 0.2 0.3
P 0.335927 -2.692707 -0.328619 0.1 -1.8 0.3
C -1.232487 -3.585866 -0.082423 -0.7 0.1 0.0
C 1.131395 -3.398443 -1.804011 0.2 0.1 -0.5
H 2.369059 -2.671402 0.987176 -0.2 -0.2 0.0
H 1.551678 -4.246565 1.150563 -0.2 0.3 -0.3
H 0.930844 -2.823501 2.017940 0.1 -0.1 -0.2
C 1.388975 -3.159863 1.076796 0.3 0.3 0.4
H 2.104904 -2.909009 -1.965980 -0.3 -0.2 0.1
H 1.301797 -4.484571 -1.730563 -0.2 0.4 0.2
H -1.130488 -4.683516 -0.004411 0.2 0.5 -0.1
H -1.910851 -3.367807 -0.927792 0.2 -0.2 0.3
H 0.508724 -3.206975 -2.692679 0.2 -0.1 0.3
H -1.728346 -3.229607 0.839881 0.3 -0.2 -0.3
Cl 2.272172 -0.073285 -0.488107 -0.6 0.0 -0.3
C 0.087840 0.647085 5.051435 0.5 0.2 0.8
N -0.370475 0.317306 3.707101 0.0 -0.2 -1.2
C -1.653978 -0.109297 3.384740 0.2 0.1 -0.1
C -1.681425 -0.294414 2.038081 0.5 0.2 -0.1
N -0.413006 0.028188 1.517532 0.1 -0.1 -0.3
C 0.359859 0.378487 2.579393 -0.5 0.0 0.3
H -0.507361 1.462975 5.480521 0.1 -0.2 -0.3
H 0.009756 -0.220956 5.718139 0.0 0.1 -0.3
H 1.137944 0.962684 4.998183 -0.4 -0.1 0.0
H -2.411311 -0.234119 4.151824 0.1 0.0 -0.2
H -2.469911 -0.618405 1.364385 0.0 0.1 0.4
H 1.421191 0.670617 2.551202 -0.8 -0.2 0.0
```
Forces are in eV/Å.

Results
E_tot ... -55281.59879 eV
HOMO energy ... -18.52 eV
Net charge ... +3
LUMO level ... -11.59 eV
Energy above the lowest of the compared OMol25 structures with the same formula, charge and spin ... 0.0 kcal per mole

From a natural (NBO) analysis of the wavefunction, the atomic charges in e read: -0.349, 0.050, 0.252, 0.261, 0.258, 1.735, 0.776, -0.951, -0.937, 0.293, 0.291, 0.267, 0.270, 0.261, 0.252, -0.940, 0.297, 0.256, 0.260, 0.774, -0.949, -0.939, 0.267, 0.291, 0.255, -0.932, 0.271, 0.293, 0.297, 0.258, 0.258, 0.258, -0.294, -0.427, -0.270, -0.009, -0.088, -0.712, 0.250, 0.258, 0.258, 0.243, 0.283, 0.245, 0.261

- The highest E_tot belongs to which entry?
  C11H26OSi

- What is the formula in the third record?
  C11H27BrCa2ClF2LiN4O12P2

- What is the E_tot in the second record?
  -21754.17110 eV

- E_tot of number 5 (C11H27ClIN2P2Zr)?
  -55281.59879 eV